#one
# C2H8N4O

A gas-phase ion, C2H8N4O (charge +2) (ωB97M-V with the def2-TZVPD basis set, the Open Molecules 2025 dataset).

- Total charge: +2
- HOMO (spin up / spin down): -20.72 / -20.36 eV

Geometry (Å):
C  -1.753  -0.023  0.123
C  1.385  -0.900  0.744
N  -1.199  1.230  0.025
N  -0.663  -0.843  -0.555
N  0.106  1.532  -0.048
N  0.615  -0.670  -0.522
O  -2.768  -0.516  0.302
H  1.065  -0.566  1.702
H  1.416  -1.966  0.644
H  2.454  -0.667  0.518
H  -1.817  1.917  -0.442
H  -1.019  -1.263  -1.425
H  0.464  2.326  -0.591
H  0.671  1.584  0.781
H  1.043  -1.177  -1.257

---

#two
# C2H8N4O

A gas-phase ion, C2H8N4O (charge +2) (ωB97M-V with the def2-TZVPD basis set, the Open Molecules 2025 dataset).

- Total charge: +2
- SMILES string: NC(=[NH2+])N(O)C=[NH2+]
- HOMO: -20.09 eV

Geometry (Å):
C  -0.409  -0.859  -1.068
C  0.881  0.590  0.619
N  1.374  -0.374  1.361
N  -0.430  0.144  -0.204
N  -1.595  -1.203  -1.616
N  1.191  1.836  0.559
O  -1.548  0.981  -0.093
H  0.382  -1.596  -1.272
H  0.986  -1.283  1.301
H  2.276  -0.445  1.865
H  -1.647  -1.996  -2.231
H  -2.404  -0.704  -1.275
H  1.825  2.097  1.360
H  0.869  2.565  -0.031
H  -2.023  0.714  0.770

---

Which structure is the most stable? The one labeled #two.

---

#one
# C2H9BN2O2

2 unconnected molecules or ions with the total composition C2H9BN2O2 (ωB97M-V with the def2-TZVPD basis set, the Open Molecules 2025 dataset).

- HOMO (spin up / spin down): -8.64 / -7.30 eV

Geometry (Å):
B  -0.820  0.223  1.091
C  0.340  -1.241  -1.390
C  0.294  -0.068  2.055
N  1.040  0.945  -1.196
N  1.153  -0.282  -0.731
O  -1.039  1.491  0.536
O  -1.697  -0.765  0.699
H  0.992  -1.961  -1.887
H  -0.254  -1.783  -0.649
H  -0.342  -0.789  -2.123
H  1.022  0.670  2.351
H  0.497  -1.055  2.423
H  0.145  1.254  -1.581
H  1.535  1.633  -0.647
H  -0.486  2.156  0.933
H  -2.380  -0.428  0.116

---

#two
# C2H9BN2O2

A molecular structure, C2H9BN2O2 (ωB97M-V with the def2-TZVPD basis set, the Open Molecules 2025 dataset).

- HOMO: -8.41 eV

Geometry (Å):
B  2.138  -0.216  0.050
C  -2.243  -0.404  0.035
C  0.135  -0.527  0.759
N  -0.809  1.076  -0.772
N  -0.836  -0.294  -0.383
O  2.555  0.978  0.515
O  2.759  -1.184  -0.667
H  -2.526  0.202  0.917
H  -2.919  0.001  -0.699
H  -2.477  -1.478  -0.015
H  0.033  -1.469  1.180
H  -0.063  0.094  1.659
H  -1.217  1.159  -1.689
H  -1.203  1.752  -0.183
H  2.996  1.525  -0.103
H  3.675  -1.215  -0.601

---

Which structure is the most stable? The one labeled #one.

---

#one
# C3H6S3

C3H6S3 in the gas phase (ωB97M-V with the def2-TZVPD basis set, the Open Molecules 2025 dataset).

- SMILES string: C1SCSCS1
- HOMO: -8.75 eV

Geometry (Å):
C  0.918  -1.127  -0.642
C  -0.325  -0.032  1.540
C  -0.476  1.235  -0.888
H  1.700  -1.770  -1.014
H  -0.013  -1.631  -0.842
H  -1.234  -0.624  1.275
H  -0.353  0.062  2.627
H  -0.612  2.179  -1.420
H  -1.332  0.626  -1.093
S  1.145  -0.989  1.155
S  -0.410  1.646  0.875
S  0.993  0.424  -1.573

---

#two
# C3H6S3

C3H6S3 in the gas phase (ωB97M-V with the def2-TZVPD basis set, the Open Molecules 2025 dataset).

- SMILES string: S/C=C/C(S)S
- HOMO: -7.91 eV

Geometry (Å):
C  0.384  -0.079  -0.380
C  -0.021  -1.558  -0.562
C  -0.388  0.656  0.526
S  0.855  -2.673  -1.410
S  -1.322  2.063  -0.207
S  0.818  1.336  1.961
H  1.031  0.333  -1.043
H  -0.864  -1.835  0.139
H  -1.203  0.065  1.062
H  0.167  -3.776  -1.179
H  -0.301  2.840  -0.378
H  0.843  2.628  1.472

---

Which structure is the most stable? The one labeled #one.